Formula: C36H31CrN11O5S
Source: the Open Molecules 2025 dataset
Level of theory: the ωB97M-V functional and the def2-TZVPD basis

Atoms and positions in Å:
1 Cr -0.013 -1.985 -0.052
2 C 1.043 1.210 5.844
3 C 1.246 0.070 4.882
4 C 2.473 -0.099 4.233
5 C 2.689 -1.175 3.391
6 C 1.672 -2.103 3.192
7 C 0.445 -1.951 3.812
8 C 0.238 -0.858 4.648
9 S 1.982 -3.511 2.157
10 O 3.362 -3.892 2.338
11 O 0.972 -4.495 2.466
12 N 1.746 -2.842 0.720
13 C 2.282 -3.322 -0.457
14 C 3.204 -4.366 -0.624
15 C 3.570 -4.712 -1.904
16 C 3.036 -4.038 -3.000
17 C 2.141 -3.023 -2.747
18 N 1.776 -2.657 -1.517
19 H 1.706 1.110 6.705
20 H 0.018 1.237 6.212
21 H 1.263 2.176 5.383
22 H 3.275 0.609 4.411
23 H 3.645 -1.319 2.904
24 H -0.341 -2.672 3.633
25 H -0.719 -0.743 5.143
26 H 3.602 -4.876 0.239
27 H 4.272 -5.523 -2.056
28 H 3.298 -4.302 -4.014
29 H 1.689 -2.466 -3.560
30 C -4.125 0.467 -3.097
31 N -3.081 -0.411 -2.592
32 C -2.398 -0.329 -1.452
33 N -1.482 -1.275 -1.419
34 C -1.659 -1.941 -2.598
35 N -2.614 -1.435 -3.339
36 C -3.574 1.667 -3.831
37 C -3.863 1.882 -5.171
38 C -3.372 3.008 -5.823
39 C -2.584 3.922 -5.147
40 C -2.282 3.704 -3.805
41 C -2.781 2.584 -3.154
42 C -1.447 4.657 -3.078
43 N -1.083 5.844 -3.418
44 N -0.297 6.327 -2.381
45 C -0.250 5.396 -1.494
46 O -0.959 4.299 -1.864
47 C 0.461 5.376 -0.218
48 C 1.072 6.535 0.253
49 C 1.772 6.496 1.446
50 C 1.872 5.310 2.163
51 C 1.260 4.155 1.698
52 C 1.365 2.869 2.485
53 N 1.344 1.703 1.626
54 C 0.402 0.770 1.504
55 N 0.749 -0.077 0.553
56 C 1.956 0.392 0.128
57 N 2.344 1.477 0.748
58 C 0.551 4.195 0.507
59 H -4.725 0.783 -2.242
60 H -4.752 -0.135 -3.749
61 H -2.597 0.396 -0.680
62 H -1.089 -2.820 -2.863
63 H -4.471 1.167 -5.710
64 H -3.603 3.167 -6.867
65 H -2.193 4.800 -5.642
66 H -2.546 2.435 -2.107
67 H 0.999 7.446 -0.326
68 H 2.256 7.390 1.815
69 H 2.444 5.283 3.083
70 H 0.529 2.762 3.179
71 H 2.288 2.848 3.064
72 H -0.477 0.711 2.126
73 H 2.534 -0.099 -0.638
74 H 0.091 3.296 0.116
75 O -1.833 -2.896 1.830
76 C -1.648 -3.879 1.111
77 C -2.080 -5.301 1.401
78 C -1.597 -6.071 0.173
79 C -0.950 -5.006 -0.709
80 O -0.481 -5.195 -1.816
81 N -0.987 -3.795 -0.071
82 H -3.157 -5.339 1.559
83 H -1.590 -5.614 2.324
84 H -2.392 -6.566 -0.384
85 H -0.842 -6.821 0.408

The value obtained for the strongest force on any atom is 0.1 eV/A. As for the expectation value of S²: 6.0115. As for the charge: 0. Its spin multiplicity is 5. The calculation puts the energy relative to the best compared isomer or geometry (same formula, charge and spin) at 0.102 eV. The HOMO energy (spin up / spin down) comes out at -7.46 / -7.87 eV. The calculation puts the orbital gap (spin up / spin down) at 7.03 / 7.43 eV.